Molecular formula: C21H36ClN4O5S
Method: DFT, ωB97M-V/def2-TZVPD

The expectation value of S² is 0.755. The total charge is 0. As for the spin multiplicity: 2. For the LUMO energy (spin up / spin down), the calculation gives -1.03 / -1.03 eV.

Geometry (Å):
1 C 3.876 -2.158 0.135
2 C 3.248 -0.852 -0.707
3 C 3.661 -1.185 -2.294
4 C 1.634 -0.927 -0.447
5 C 0.826 0.488 -0.516
6 C -0.335 0.402 0.688
7 C -1.268 -0.977 0.533
8 C -2.869 -0.700 0.788
9 C -3.559 0.356 -0.263
10 S -4.237 -0.464 -1.833
11 O -3.126 -0.897 -2.825
12 O -5.163 -1.662 -1.387
13 Cl -5.432 1.013 -2.787
14 C 0.005 0.787 -1.894
15 C 0.452 -0.076 -3.205
16 O 1.139 0.595 -4.172
17 O 0.146 -1.484 -3.497
18 C 1.727 1.808 -0.152
19 C 3.325 1.669 -0.484
20 C 3.565 2.196 -2.018
21 C 4.081 2.799 0.493
22 N 3.955 0.349 -0.138
23 O 4.127 0.209 1.191
24 H 3.386 -2.295 1.189
25 H 5.058 -2.048 0.259
26 H 3.706 -3.101 -0.537
27 H 3.280 -0.377 -3.047
28 H 4.833 -1.248 -2.393
29 H 3.237 -2.247 -2.546
30 H 1.213 -1.784 -1.138
31 H 1.499 -1.335 0.667
32 H -0.975 1.385 0.590
33 H 0.239 0.383 1.725
34 H -1.118 -1.412 -0.568
35 H -0.860 -1.768 1.298
36 H -3.115 -0.322 1.875
37 H -3.435 -1.741 0.648
38 H -4.517 0.796 0.295
39 H -2.891 1.296 -0.517
40 H -1.167 0.623 -1.752
41 H 0.109 1.939 -2.191
42 H 0.798 -1.853 -4.163
43 H 1.308 2.824 -0.601
44 H 1.646 1.946 1.032
45 H 4.010 3.296 -2.011
46 H 2.524 2.201 -2.576
47 H 4.356 1.540 -2.618
48 H 3.705 3.852 0.074
49 H 3.718 2.753 1.605
50 H 5.250 2.786 0.364
51 C -3.390 -2.539 4.505
52 C -1.991 -2.406 4.064
53 N -0.886 -2.301 3.716
54 H -3.754 -3.566 4.391
55 H -3.510 -2.268 5.559
56 H -4.059 -1.893 3.926
57 C -0.773 -2.064 7.599
58 C -1.869 -1.158 7.982
59 N -2.735 -0.442 8.284
60 H -0.035 -1.561 6.964
61 H -0.238 -2.445 8.476
62 H -1.141 -2.932 7.042
63 C -3.731 2.985 -5.883
64 C -3.123 3.131 -4.550
65 N -2.642 3.247 -3.497
66 H -3.424 3.790 -6.559
67 H -3.446 2.040 -6.356
68 H -4.825 3.004 -5.833